Record 1
The following is a DFT calculation (the ωB97M-V functional and the def2-TZVPD basis) of C49H57BF2GeN6O2SeSi3Ti as an isolated structure.

Each line ends with the Mulliken charge.
Element x y z (Å)
Ti: -0.66 0.78 0.67  -1.1993
Se: -5.80 -1.97 5.90  -0.0638
N: -6.00 -0.97 4.39  -1.0280
C: -4.78 -0.92 3.85  0.6162
C: -4.50 -0.24 2.61  0.8181
C: -5.51 0.37 1.85  -1.1735
C: -5.18 0.96 0.65  -0.8373
C: -3.84 0.98 0.26  -0.5159
N: -2.87 0.46 0.98  1.0957
C: -3.19 -0.18 2.12  -0.5965
C: -2.13 -0.85 2.81  -0.1172
N: -0.88 -0.77 2.27  1.2189
C: 0.08 -1.51 2.79  -0.9705
C: -0.11 -2.33 3.91  -1.1400
C: -1.34 -2.35 4.51  -1.1529
C: -2.40 -1.61 3.97  0.5336
C: -3.72 -1.61 4.54  0.6617
N: -4.02 -2.26 5.67  -1.0204
H: -6.53 0.34 2.21  0.4460
H: -5.93 1.41 0.02  0.4838
H: -3.55 1.42 -0.68  -0.1496
H: 1.05 -1.45 2.32  0.5093
H: 0.72 -2.91 4.28  0.5700
H: -1.53 -2.93 5.41  0.4825
C: -2.00 1.08 -3.22  -1.1309
Si: -2.10 2.89 -2.81  0.5672
C: -2.03 3.89 -4.40  -1.4794
C: -3.83 3.29 -2.17  -1.2218
C: -0.70 3.34 -1.59  1.2411
Si: 0.83 4.16 -2.40  0.6357
C: 0.41 6.02 -2.57  -1.3196
C: 2.33 3.98 -1.31  -0.9272
C: 1.45 3.82 -4.15  -1.3411
Si: -1.34 4.45 -0.16  -0.6214
C: -2.51 5.78 -0.82  -1.4098
C: 0.05 5.33 0.74  -1.1098
C: -2.14 3.47 1.21  -0.0332
C: -3.28 3.94 1.83  -0.1919
C: -3.66 3.50 3.11  -1.1917
C: -2.76 2.65 3.79  -0.6420
C: -1.66 2.18 3.13  -0.3623
N: -1.37 2.46 1.81  1.3685
H: -2.76 0.81 -3.95  0.5526
H: -2.12 0.46 -2.33  0.0962
H: -1.01 0.84 -3.63  0.1885
H: -2.98 3.73 -4.94  0.4365
H: -1.23 3.58 -5.06  0.3706
H: -1.93 4.96 -4.21  0.2996
H: -4.21 4.20 -2.65  0.2851
H: -3.89 3.44 -1.09  0.2261
H: -4.51 2.47 -2.42  0.5554
H: -0.23 6.43 -1.80  0.3179
H: -0.07 6.21 -3.54  0.3002
H: 1.35 6.58 -2.55  0.4370
H: 2.08 3.84 -0.26  0.1253
H: 2.98 4.86 -1.41  0.4876
H: 2.89 3.09 -1.63  0.1848
H: 0.69 3.54 -4.88  0.3616
H: 2.20 3.03 -4.14  0.3106
H: 1.91 4.76 -4.49  0.3483
H: -2.17 6.77 -0.48  0.4813
H: -3.54 5.64 -0.47  0.3849
H: -2.54 5.79 -1.91  0.3176
H: 0.79 5.80 0.08  0.3150
H: 0.57 4.61 1.38  0.1621
H: -0.39 6.10 1.38  0.4665
H: -3.88 4.69 1.32  0.1549
H: -4.58 3.85 3.58  0.3793
H: -2.92 2.37 4.82  0.4002
H: -0.96 1.54 3.64  0.2770
O: -2.67 -2.36 -0.89  -0.7869
C: -1.54 -2.04 -0.56  -0.2965
O: -1.10 -0.82 -0.45  1.2666
C: -0.50 -3.12 -0.26  -0.2343
C: 0.84 -2.82 -0.94  0.3824
Ge: 2.42 -3.83 -0.44  2.2441
C: 3.22 -3.13 1.18  0.0680
C: 3.40 -3.89 2.33  -0.3074
C: 3.93 -3.32 3.49  -0.7231
C: 4.29 -1.98 3.50  -0.5569
C: 4.12 -1.21 2.36  -0.7106
C: 3.59 -1.77 1.21  -0.4710
C: 2.14 -5.76 -0.19  -0.2428
C: 1.02 -6.24 0.49  0.0979
C: 0.85 -7.61 0.71  -0.8030
C: 1.81 -8.51 0.24  -0.4462
C: 2.92 -8.04 -0.43  -0.6701
C: 3.09 -6.67 -0.65  -0.4858
C: 3.73 -3.65 -1.89  -0.2710
C: 3.39 -4.14 -3.16  -0.2403
C: 4.26 -4.00 -4.24  -0.7606
C: 5.48 -3.36 -4.07  -0.3961
C: 5.83 -2.87 -2.82  -0.7621
C: 4.96 -3.02 -1.74  -0.1496
H: -0.91 -4.07 -0.60  0.4438
H: -0.41 -3.16 0.83  0.0624
H: 1.13 -1.78 -0.77  -1.1779
H: 0.74 -2.91 -2.02  0.4788
H: 3.11 -4.94 2.33  0.3760
H: 4.05 -3.93 4.38  0.3761
H: 4.68 -1.54 4.41  0.3702
H: 4.37 -0.15 2.38  0.3268
H: 3.43 -1.15 0.33  0.6233
H: 0.27 -5.55 0.85  0.3186
H: -0.02 -7.96 1.23  0.4158
H: 1.67 -9.57 0.41  0.3508
H: 3.67 -8.74 -0.80  0.3784
H: 3.96 -6.32 -1.18  0.3233
H: 2.44 -4.63 -3.31  0.3914
H: 3.97 -4.37 -5.21  0.3592
H: 6.15 -3.23 -4.91  0.3538
H: 6.78 -2.36 -2.68  0.3778
H: 5.25 -2.63 -0.77  0.3017
B: 1.59 0.75 -2.04  1.4085
C: 0.49 1.17 -0.97  -0.8071
N: -0.38 2.09 -0.84  1.1762
H: 2.68 0.66 -1.48  -0.4285
H: 1.26 -0.33 -2.50  -0.3746
H: 1.62 1.58 -2.94  -0.4567
F: 1.32 0.94 3.03  -0.3620
C: 1.26 1.10 1.62  0.4730
F: 1.56 2.46 1.46  -0.3062
H: 2.18 0.62 1.27  -0.0418

E_tot = -239501.0084 eV
Spin multiplicity = 3
E_LUMO (spin up / spin down) = 3.771 / 3.771 eV
Net charge = -2

Record 2
The following is a DFT calculation (the ωB97M-V functional and the def2-TZVPD basis) of a 2-piece molecular cluster, CBrNO4 overall in a non-equilibrium geometry.

Each line ends with the natural charge from an NBO analysis.
Element x y z (Å)
O: 0.03 -1.38 -0.31  -0.2339
N: 0.52 -0.40 0.17  0.4921
O: 1.59 0.13 0.31  -0.2449
Br: 3.53 -0.24 -0.28  -0.0076
O: -1.76 1.36 0.94  -0.5139
C: -1.89 0.64 0.03  1.0144
O: -2.02 -0.12 -0.85  -0.5060

E_tot = -80755.0221 eV
SMILES = O=NOBr.O=C=O
E_LUMO (spin up / spin down) = -2.219 / -2.098 eV

Record 3
The following is a DFT calculation (the ωB97M-V functional and the def2-TZVPD basis) of an isolated molecule of C4H10N2P2Si in a non-equilibrium geometry.

Each line ends with the natural charge from an NBO analysis.
Element x y z (Å)
C: -1.59 0.17 0.09  -0.8312
C: 1.38 0.89 1.46  -1.0960
C: -2.05 -0.65 -1.17  -0.6688
C: 0.48 -1.93 0.31  -1.1442
N: 0.22 -0.80 2.96  -0.6202
N: -0.09 -1.80 3.57  -0.4298
Si: -0.02 -0.36 1.21  1.7125
P: -0.45 -3.08 4.22  0.5361
P: -2.55 1.49 0.53  0.4757
H: 2.23 0.40 1.04  0.2375
H: 1.25 1.67 0.67  0.2277
H: 1.55 1.15 2.49  0.2616
H: -1.14 -1.16 -1.42  0.2218
H: -2.82 -1.42 -1.03  0.2258
H: -2.51 -0.13 -1.97  0.2283
H: 0.96 -1.63 -0.60  0.2374
H: 1.17 -2.62 0.76  0.2485
H: -0.42 -2.49 -0.02  0.2365
H: -1.72 2.21 1.45  -0.0592

E_tot = -33742.3758 eV
E_LUMO = -0.457 eV

Record 4
The following is a DFT calculation (the ωB97M-V functional and the def2-TZVPD basis) of C17H28NO3PPbS as an isolated structure in a non-equilibrium geometry.

Each line ends with the natural charge from an NBO analysis.
Element x y z (Å)
Pb: 0.78 1.15 1.48  0.9013
C: 2.12 -0.49 0.09  0.4748
O: 2.67 -1.47 -0.17  -0.3188
C: -0.23 -1.18 1.43  0.4928
O: -0.55 -2.28 1.55  -0.3332
C: -1.79 1.26 2.25  0.4951
O: -2.89 1.14 2.51  -0.3187
C: 0.34 -0.86 -2.74  -0.5349
P: -0.17 0.50 -1.58  1.3933
H: 0.10 2.11 -3.31  0.3154
H: 1.44 -0.84 -2.69  0.2566
C: -1.94 0.83 -2.13  -0.5242
H: -1.85 0.97 -3.22  0.3150
C: -0.08 -0.61 -4.19  -0.6043
H: 0.21 0.37 -4.57  0.2342
H: -1.17 -0.73 -4.32  0.2409
H: 0.40 -1.37 -4.82  0.3091
C: -0.11 -2.24 -2.26  -0.6300
H: -1.19 -2.38 -2.41  0.2424
C: 0.63 3.25 -1.56  -0.6220
H: 0.12 -2.42 -1.20  0.1892
H: 0.41 -2.99 -2.85  0.2826
C: 2.14 1.63 -2.76  -0.6293
H: 1.37 3.25 -0.74  0.1855
H: 0.89 4.09 -2.22  0.3002
H: -0.36 3.45 -1.13  0.2336
C: 0.69 1.96 -2.38  -0.5576
H: 2.68 2.56 -2.97  0.2841
H: 2.20 1.00 -3.67  0.2523
H: 2.67 1.11 -1.95  0.1934
C: -2.52 2.12 -1.54  -0.6276
H: -2.44 2.15 -0.45  0.1962
H: -3.59 2.17 -1.79  0.2877
H: -2.05 3.01 -1.96  0.2383
C: -2.85 -0.36 -1.84  -0.6352
H: -2.72 -0.75 -0.82  0.2008
H: -2.70 -1.19 -2.55  0.2410
H: -3.90 -0.05 -1.94  0.2818
H: 2.17 2.70 1.05  0.0715
H: 2.40 2.46 1.78  0.0546
S: 1.59 0.77 4.06  0.2165
C: 1.03 -0.72 4.70  -0.0367
N: 1.98 -1.71 4.90  -0.4291
C: 1.67 -2.95 5.38  0.1512
C: 0.37 -3.25 5.71  -0.1396
C: -0.61 -2.24 5.59  -0.0797
C: -0.28 -0.98 5.10  -0.1556
H: 2.94 -1.48 4.68  0.4702
H: 2.50 -3.65 5.47  0.2943
H: 0.11 -4.24 6.07  0.3091
H: -1.63 -2.45 5.89  0.2965
H: -0.99 -0.16 5.04  0.2747

E_tot = -51038.0424 eV
E_LUMO = -17.723 eV
Net charge = +4